ORCA calculation (ωB97M-V/def2-TZVPD) on C22H31N3O3S2 in the gas phase.

Each line ends with the natural charge from an NBO analysis.
Positions of all 61 atoms, in Å:
C (-6.18, -2.83, -0.94)  -0.628
C (-4.95, -2.53, -0.09)  -0.215
N (-4.70, -1.11, 0.08)  -0.697
C (-5.56, -0.36, 0.97)  -0.230
C (-4.87, -0.09, 2.30)  -0.610
S (-4.18, -0.27, -1.26)  2.327
O (-3.47, -1.19, -2.10)  -0.944
O (-5.23, 0.52, -1.85)  -0.942
C (-2.99, 0.83, -0.50)  -0.328
C (-3.25, 2.18, -0.38)  -0.176
C (-2.32, 2.99, 0.26)  -0.214
C (-1.16, 2.44, 0.76)  -0.165
C (-0.89, 1.08, 0.61)  -0.059
C (0.40, 0.55, 1.16)  0.657
O (0.92, 1.03, 2.14)  -0.631
N (0.91, -0.50, 0.48)  -0.595
C (2.24, -1.01, 0.74)  -0.059
C (2.19, -2.53, 0.92)  -0.610
C (3.17, -0.63, -0.43)  -0.076
C (4.60, -0.95, -0.11)  -0.199
C (5.32, -0.67, 1.01)  -0.272
C (6.67, -1.06, 0.92)  -0.253
C (6.98, -1.62, -0.27)  -0.417
S (5.61, -1.69, -1.32)  0.437
N (2.95, 0.76, -0.81)  -0.447
C (3.38, 1.12, -2.15)  -0.218
C (3.47, 2.66, -2.14)  -0.412
C (3.08, 3.06, -0.72)  -0.396
C (3.41, 1.81, 0.09)  -0.242
C (-1.83, 0.27, -0.02)  -0.198
H (-7.08, -2.44, -0.48)  0.202
H (-6.06, -2.36, -1.92)  0.221
H (-6.28, -3.90, -1.07)  0.215
H (-5.03, -2.98, 0.90)  0.200
H (-4.06, -2.93, -0.59)  0.226
H (-6.50, -0.89, 1.13)  0.199
H (-5.80, 0.59, 0.47)  0.219
H (-3.96, 0.48, 2.16)  0.213
H (-4.63, -1.02, 2.79)  0.205
H (-5.54, 0.48, 2.95)  0.212
H (-4.16, 2.58, -0.79)  0.243
H (-2.51, 4.05, 0.37)  0.223
H (-0.43, 3.05, 1.27)  0.237
H (0.50, -0.75, -0.41)  0.398
H (2.57, -0.53, 1.66)  0.235
H (1.55, -2.78, 1.76)  0.221
H (1.81, -3.01, 0.02)  0.200
H (3.19, -2.90, 1.12)  0.225
H (2.87, -1.22, -1.31)  0.204
H (4.90, -0.22, 1.89)  0.228
H (7.39, -0.92, 1.72)  0.225
H (7.92, -2.00, -0.62)  0.236
H (4.35, 0.68, -2.41)  0.173
H (2.64, 0.75, -2.87)  0.192
H (2.82, 3.10, -2.89)  0.212
H (4.50, 2.97, -2.36)  0.205
H (3.61, 3.94, -0.36)  0.211
H (2.00, 3.24, -0.66)  0.201
H (4.49, 1.75, 0.27)  0.166
H (2.88, 1.76, 1.04)  0.227
H (-1.69, -0.80, -0.13)  0.236

The structure (SMILES) is CCN(CC)S(=O)(=O)c1cccc(C(=O)N[C@@H](C)[C@H](c2cccs2)N2CCCC2)c1. The HOMO-LUMO gap comes out at 8.93 eV. The electronic energy is -2043.2844 Eh. As for the energy relative to the best compared isomer or geometry (same formula, charge and spin): 0.0000 eV. Its total charge is 0.